Record 1
Below is C20H18CuN5 as an isolated structure, with properties calculated with ωB97M-V with the def2-TZVPD basis set.

```
44
Properties=species:S:1:pos:R:3
Cu 0.844 -0.775 -0.494
C -0.092 3.624 -3.612
C 0.520 4.015 -2.428
C 0.525 3.174 -1.328
C -0.096 1.925 -1.405
C -0.714 1.537 -2.597
C -0.711 2.385 -3.691
N -0.031 1.019 -0.336
C -0.423 1.243 0.908
C -1.268 2.309 1.332
C -1.635 2.401 2.641
C -1.192 1.470 3.625
C -0.359 0.455 3.280
C 0.048 0.329 1.925
N 0.942 -0.537 1.442
N 1.736 -1.289 2.074
C 2.632 -1.941 1.246
C 3.688 -2.642 1.823
C 4.638 -3.214 1.002
C 4.509 -3.097 -0.378
C 3.424 -2.411 -0.885
N 2.508 -1.836 -0.103
H -0.080 4.282 -4.470
H 1.008 4.978 -2.365
H 1.008 3.468 -0.404
H -1.192 0.566 -2.646
H -1.198 2.082 -4.609
H -1.620 3.017 0.593
H -2.292 3.205 2.948
H -1.521 1.581 4.648
H 0.005 -0.263 4.001
H 3.737 -2.697 2.900
H 5.479 -3.740 1.433
H 5.234 -3.538 -1.045
H 3.276 -2.313 -1.952
C -4.183 -2.813 -0.148
C -3.498 -1.464 -0.404
C -2.076 -1.593 -0.634
N -0.949 -1.702 -0.814
H -5.249 -2.656 -0.003
H -3.779 -3.287 0.745
H -4.044 -3.489 -0.990
H -3.628 -0.799 0.453
H -3.927 -0.968 -1.277
```

As for the spin multiplicity: 2. As for the charge: +1. The calculation puts the HOMO-LUMO gap (alpha / beta) at 6.02 / 5.47 eV. Its relative energy (zero: lowest compared OMol25 entry of this formula, charge and spin) is 15.32 kcal/mol.

=====

Record 2
Below is C32H48CaF3O23 as an isolated structure, with properties calculated with ωB97M-V with the def2-TZVPD basis set.

```
107
Properties=species:S:1:pos:R:3
Ca 0.368 -0.185 -0.218
C 3.232 -1.309 -2.261
O 4.558 -0.895 -2.033
O 2.389 -0.712 -1.369
C 2.948 -1.191 -3.852
F 2.068 -2.103 -4.255
F 2.387 0.002 -4.143
F 4.012 -1.393 -4.661
C 4.925 0.496 -2.269
C 6.474 0.234 -2.331
H 7.074 1.099 -2.048
H 6.751 -0.525 -1.600
H 6.751 -0.226 -3.280
H 4.691 1.162 -1.438
H 4.689 1.037 -3.185
H 3.432 -2.359 -2.049
C 4.962 0.713 4.418
C 3.608 0.128 4.706
C 2.522 1.149 5.005
O 1.925 1.161 3.669
C 2.304 0.121 2.974
O 1.801 -0.190 1.828
O 3.249 -0.568 3.555
H 5.743 -0.032 4.264
H 5.466 1.317 5.172
H 5.091 1.047 3.389
H 3.660 -0.606 5.510
H 2.781 2.182 5.239
H 1.754 0.736 5.659
C -1.163 1.347 6.209
C -1.732 1.458 4.796
C -1.435 2.820 4.189
O -1.410 2.522 2.848
C -1.126 1.264 2.613
O -0.945 0.732 1.525
O -1.164 0.593 3.825
H -0.152 1.738 6.324
H -1.244 0.293 6.473
H -1.768 1.870 6.950
H -2.817 1.427 4.898
H -0.548 3.321 4.578
H -2.082 3.664 4.429
C 2.683 6.417 0.567
C 3.058 4.990 0.980
C 2.550 4.439 2.290
O 1.685 3.418 1.931
C 1.679 3.148 0.622
O 1.209 2.135 0.074
O 2.526 3.972 0.040
H 2.973 7.179 1.291
H 1.641 6.535 0.269
H 3.201 6.590 -0.377
H 4.137 5.026 0.830
H 1.994 5.276 2.711
H 3.388 4.138 2.920
C -1.439 -2.039 -6.681
C -1.323 -1.064 -5.460
C -2.583 -0.781 -4.683
O -2.327 -1.116 -3.320
C -1.025 -1.259 -3.268
O -0.413 -1.287 -2.208
O -0.412 -1.451 -4.509
H -0.547 -2.302 -7.251
H -1.916 -1.470 -7.479
H -1.981 -2.949 -6.423
H -0.870 -0.087 -5.630
H -3.445 -1.405 -4.920
H -2.643 0.301 -4.803
C -5.544 -1.950 -1.932
C -5.243 -2.066 -0.423
C -4.627 -3.401 -0.092
O -3.281 -3.125 0.319
C -3.026 -1.813 0.097
O -1.948 -1.223 0.141
O -4.182 -1.142 -0.192
H -6.330 -2.576 -2.354
H -4.641 -2.258 -2.458
H -5.617 -0.936 -2.326
H -6.160 -1.849 0.125
H -4.628 -3.931 -1.045
H -5.261 -3.819 0.690
C -5.055 3.659 -1.448
C -4.180 2.561 -2.040
C -3.461 2.618 -3.366
O -2.185 1.930 -3.069
C -2.070 1.928 -1.772
O -1.148 1.509 -1.112
O -3.141 2.477 -1.122
H -5.394 3.509 -0.423
H -6.023 3.549 -1.935
H -4.592 4.635 -1.304
H -4.823 1.681 -2.018
H -3.333 3.646 -3.707
H -3.864 2.024 -4.186
C 0.722 -6.907 2.311
C 0.752 -6.084 0.961
C -0.519 -5.833 0.303
O -0.714 -4.450 0.312
C 0.384 -3.844 0.873
O 0.459 -2.644 0.964
O 1.268 -4.753 1.200
H -0.199 -6.790 2.881
H 1.630 -6.756 2.895
H 0.784 -7.995 2.304
H 1.245 -6.542 0.103
H -1.252 -6.354 0.920
H -0.631 -6.379 -0.634
```

As for the charge: +1. The calculation puts the HOMO-LUMO gap at 7.29 eV. Its relative energy (zero: lowest compared OMol25 entry of this formula, charge and spin) is 2.51 kcal/mol.